A cluster of 5 separate species, C29H39P in total at a distorted geometry, computed with ωB97M-V/def2-TZVPD.

Each line ends with the Löwdin charge.
Geometry (Å):
C -0.11565 0.89093 3.12567  -0.116
C -1.07937 -0.20957 3.86583  -0.416
C -2.65581 0.22062 3.99599  -0.126
C -0.81432 -1.66187 3.14403  -0.240
C 0.43713 -2.36558 4.00167  -0.443
P 1.37152 -3.71204 3.02176  0.617
H 0.21218 0.55270 2.03346  0.068
H -0.63687 1.95039 3.07526  0.083
H 0.89047 0.93377 3.76116  0.082
H -0.66577 -0.31991 4.98039  0.127
H -3.29213 -0.66694 4.45176  0.083
H -3.10378 0.65310 2.99467  0.086
H -2.70115 1.08799 4.81080  0.084
H -0.51161 -1.56944 1.99457  0.081
H -1.77939 -2.34560 3.16166  0.112
H -0.09248 -2.85262 4.95171  0.088
H 1.19906 -1.52880 4.34625  0.074
H 0.78743 -3.30499 1.76244  -0.032
H 0.76334 -4.70574 3.90176  -0.029
H 2.62391 -3.08966 3.43664  -0.027
H 2.11099 -4.79140 2.38300  -0.104
C -1.51869 -0.19275 -2.55933  -0.090
C -0.58241 0.68758 -2.01782  -0.084
C 0.44478 0.20322 -1.20848  -0.095
C 0.53340 -1.16226 -0.93672  -0.105
C -0.40832 -2.04147 -1.47065  -0.096
C -1.43337 -1.55764 -2.28309  -0.094
H -2.31500 0.18413 -3.19539  0.090
H -0.65284 1.75200 -2.22742  0.101
H 1.17627 0.88918 -0.78941  0.082
H 1.33505 -1.54025 -0.30832  0.085
H -0.34294 -3.10496 -1.25415  0.099
H -2.16579 -2.24322 -2.70101  0.093
C 6.64040 -1.55011 0.81638  -0.095
C 6.53323 -0.22769 1.24598  -0.096
C 5.31764 0.25184 1.73294  -0.096
C 4.20685 -0.59049 1.78639  -0.096
C 4.31156 -1.91030 1.34810  -0.112
C 5.52815 -2.39099 0.86462  -0.089
H 7.58945 -1.92536 0.44328  0.100
H 7.39808 0.42957 1.20200  0.101
H 5.23540 1.28155 2.07084  0.100
H 3.26035 -0.21795 2.16813  0.090
H 3.44446 -2.56527 1.38410  0.054
H 5.61019 -3.42018 0.52531  0.102
C 1.84279 5.91816 -1.36193  -0.097
C 0.52782 5.88300 -0.89886  -0.097
C 0.07047 4.77976 -0.17883  -0.093
C 0.92753 3.70860 0.07475  -0.104
C 2.23981 3.73964 -0.39633  -0.098
C 2.69834 4.84454 -1.11316  -0.094
H 2.20081 6.78087 -1.91715  0.100
H -0.14093 6.71653 -1.09859  0.100
H -0.95341 4.75422 0.18484  0.101
H 0.57229 2.85008 0.63790  0.081
H 2.90619 2.90234 -0.20396  0.097
H 3.72169 4.86961 -1.47817  0.101
C -5.08688 -1.06530 -3.78980  -0.106
C -5.39112 -2.13106 -4.63620  -0.095
C -6.02540 -1.89516 -5.85554  -0.097
C -6.35976 -0.59271 -6.22708  -0.097
C -6.06389 0.47215 -5.37651  -0.097
C -5.42621 0.23671 -4.15880  -0.100
H -4.58662 -1.24874 -2.84280  0.092
H -5.13293 -3.14635 -4.34566  0.100
H -6.25927 -2.72567 -6.51645  0.100
H -6.85159 -0.40832 -7.17813  0.100
H -6.32973 1.48670 -5.66317  0.100
H -5.19360 1.06688 -3.49713  0.101

LUMO energy	0.72	eV
frontier orbital gap	8.97	eV
SMILES string	CC(C)CC[PH4].c1ccccc1.c1ccccc1.c1ccccc1.c1ccccc1
net charge	0


A structure of composition C29H40Cl2N2O3Os, computed with ωB97M-V/def2-TZVPD.

Each line ends with the Mulliken spin population.
Geometry (Å):
Os 0.93171 -0.45366 0.48216  2.650
C 2.59895 -0.75358 1.91537  -0.256
C 2.47675 0.67617 1.91066  0.471
C 2.88580 1.14465 0.65277  -0.244
C 3.39215 0.04386 -0.10353  0.340
C 3.22282 -1.12236 0.66154  0.092
C 3.71297 -2.50238 0.35747  -0.004
C 4.02723 0.17896 -1.44790  -0.012
C 2.93752 2.57005 0.20758  -0.026
C 1.98511 1.47505 3.07195  -0.026
C 2.57856 -1.60445 3.14820  -0.029
H 4.56689 -2.74906 0.99646  -0.002
H 4.03736 -2.59882 -0.67852  0.002
H 2.94212 -3.25606 0.53653  0.010
H 5.01204 0.64812 -1.35874  0.010
H 3.42648 0.80144 -2.11572  0.005
H 4.15937 -0.78564 -1.93298  -0.001
H 2.15846 3.16426 0.68412  0.002
H 2.82146 2.65495 -0.87428  -0.003
H 3.90814 3.00862 0.46169  0.003
H 2.82401 1.76281 3.71434  0.006
H 1.29624 0.88877 3.68179  -0.002
H 1.46866 2.38060 2.75389  0.005
H 3.35243 -1.28150 3.84936  0.000
H 2.77011 -2.65120 2.90787  -0.001
H 1.61350 -1.56623 3.65471  0.003
C 0.47524 3.09614 -2.73558  0.001
C -0.41553 3.81278 -1.72926  -0.001
C -1.43202 2.89360 -1.00968  0.000
C -2.28434 3.74284 -0.05349  -0.001
C -3.28328 2.93210 0.75535  0.001
C -2.32796 2.28260 -2.06711  0.000
O -3.09120 2.94288 -2.73945  0.001
N -2.20915 0.92850 -2.25452  0.006
C -1.26489 0.07489 -1.69364  -0.041
O -1.15845 -1.05402 -2.13035  0.011
N -0.48608 0.57140 -0.67352  -0.022
C -0.63032 1.86511 -0.23381  0.022
O -0.01028 2.21146 0.76060  -0.002
H 1.20071 3.78865 -3.16552  0.000
H -0.10345 2.67459 -3.56251  0.000
H 1.03402 2.27541 -2.27230  -0.002
H -0.99672 4.59425 -2.21931  -0.001
H 0.18853 4.28350 -0.95154  0.000
H -2.79429 4.48870 -0.66320  -0.001
H -1.59748 4.26866 0.61080  0.000
H -3.99145 2.40010 0.11481  0.000
H -3.85807 3.58209 1.41840  0.000
H -2.77403 2.19129 1.37377  0.000
H -2.76345 0.52519 -2.99130  0.000
C -1.23789 -3.96281 2.00190  0.060
C -1.02333 -2.97379 0.83175  0.004
C -0.89092 -3.81420 -0.45021  0.087
C 0.26670 -2.22773 1.11273  0.762
C -2.24678 -2.06014 0.82025  -0.036
C -3.30298 -2.22612 -0.07180  -0.002
C -4.44597 -1.44061 0.01558  0.004
C -4.56683 -0.48475 1.01414  -0.001
C -3.52825 -0.31892 1.91953  0.032
C -2.37923 -1.08899 1.81361  0.044
H -0.40418 -4.67026 2.05527  -0.005
H -2.16421 -4.52664 1.85546  0.005
H -1.30252 -3.43348 2.95473  -0.007
H 0.07094 -4.33345 -0.44437  -0.004
H -0.94187 -3.19024 -1.33809  -0.026
H -1.67462 -4.57651 -0.50540  0.010
H 1.04305 -2.91497 1.44759  0.095
H -3.23180 -2.96207 -0.86293  -0.001
H -5.24694 -1.58656 -0.70029  0.000
H -5.46249 0.12021 1.09035  0.000
H -3.61503 0.41186 2.71768  0.002
H -1.57585 -0.95697 2.52553  -0.018
Cl 1.66982 -2.02443 -2.24205  0.024
C 0.99725 -1.75513 -3.85600  0.004
Cl 1.20578 -0.08526 -4.39305  0.000
H -0.05987 -1.95761 -3.79282  -0.001
H 1.51508 -2.40652 -4.54353  0.003

LUMO energy (spin up / spin down)	0.40 / -0.63	eV
frontier orbital gap (spin up / spin down)	6.58 / 7.80	eV
multiplicity	5
net charge	0


A structure of composition C29H40ClN10ORuS2 at a distorted geometry, computed with ωB97M-V/def2-TZVPD.

Each line ends with the Mulliken spin population.
Geometry (Å):
Ru 1.56355 2.29969 -0.21447  2.578
C -2.06048 6.54286 0.43976  0.015
S -2.13722 4.95689 1.31970  -0.001
C -0.88533 4.07440 0.46941  0.154
S 0.72675 3.94424 1.17715  0.233
N -1.13550 3.44931 -0.63657  -0.011
N -0.17564 2.70000 -1.13662  0.148
C -0.36698 2.12374 -2.37170  0.381
C 0.65985 1.31387 -2.84297  0.033
C 0.63778 0.64027 -4.08388  0.125
C 1.70843 -0.13255 -4.45016  0.002
C 2.80542 -0.24735 -3.58002  0.147
C 2.78522 0.43412 -2.38421  -0.003
N 1.75668 1.20427 -2.00864  0.118
H -2.77618 7.19883 0.92800  0.000
H -2.33677 6.39033 -0.60030  -0.001
H -1.05940 6.95893 0.52370  -0.001
H -1.27277 2.34093 -2.92115  -0.004
H -0.22874 0.75738 -4.72028  0.004
H 1.71941 -0.64756 -5.40085  0.001
H 3.65744 -0.85761 -3.84005  0.006
H 3.61640 0.35874 -1.69380  0.005
C -2.98431 -5.11839 1.34372  0.000
C -3.34180 -3.71642 1.84982  0.008
C -4.87114 -3.60434 1.91682  0.000
C -2.78364 -3.51920 3.27913  0.001
C -2.73770 -2.62179 0.90108  -0.001
O -3.07252 -1.33086 1.35755  0.028
C -3.19951 -2.83894 -0.56716  0.039
C -2.89895 -1.70036 -1.57014  0.017
C -3.66062 -0.41039 -1.39822  0.088
C -2.99360 0.80206 -1.25176  0.141
C -3.68350 1.99283 -1.11452  0.067
C -5.07134 1.98620 -1.13559  0.258
Cl -5.93938 3.45939 -0.93998  0.157
C -5.75932 0.79367 -1.32091  0.052
C -5.05257 -0.38924 -1.45263  0.081
C -1.17596 -2.68809 0.93470  -0.001
N -0.56471 -1.38417 1.13193  -0.008
C 0.04989 -0.61639 0.23733  -0.013
N 0.46074 0.49672 0.83265  0.065
C 0.09172 0.32711 2.13477  -0.009
N -0.53337 -0.80004 2.33876  0.012
H -3.23176 -5.85164 2.11186  0.000
H -1.91918 -5.22013 1.12321  0.000
H -3.54695 -5.37848 0.44608  0.000
H -5.24343 -4.38778 2.57666  0.000
H -5.35185 -3.74888 0.94977  0.000
H -5.21045 -2.65394 2.33858  0.000
H -3.52691 -3.82193 4.01606  0.000
H -2.52634 -2.47771 3.47172  -0.001
H -1.89842 -4.13320 3.45520  0.000
H -3.96969 -1.33792 1.70711  -0.002
H -4.27075 -3.03167 -0.57271  0.000
H -2.71033 -3.74144 -0.93952  -0.002
H -3.15300 -2.09484 -2.55787  0.030
H -1.82651 -1.48261 -1.58016  0.008
H -1.90705 0.81157 -1.22834  0.015
H -3.15514 2.92922 -0.99185  0.007
H -6.83952 0.80042 -1.37374  0.000
H -5.59574 -1.31369 -1.61317  0.001
H -0.79896 -3.09341 -0.00202  0.001
H -0.83469 -3.31492 1.75278  0.001
H 0.16634 -0.86508 -0.80466  0.001
H 0.27160 1.05271 2.91034  0.001
C 6.66643 -0.87334 1.82633  0.000
C 7.29335 0.28422 1.04678  0.000
C 7.05399 0.15049 -0.45598  0.000
C 6.80589 1.64822 1.58378  0.000
N 5.51396 2.04642 1.03035  -0.001
C 5.27565 2.97865 0.08320  0.018
N 3.99407 2.97104 -0.16946  0.039
N 3.48547 2.02398 0.63399  -0.015
N 4.38059 1.45704 1.35830  -0.014
H 6.85576 -1.81775 1.31730  0.000
H 5.58660 -0.74953 1.92034  0.000
H 7.09155 -0.94322 2.82746  0.000
H 8.37092 0.28178 1.22031  0.000
H 5.98770 0.03767 -0.67612  0.000
H 7.55796 -0.73820 -0.83107  0.000
H 7.44358 1.00876 -1.00944  0.000
H 7.50711 2.43646 1.31672  0.000
H 6.71267 1.60868 2.66790  0.000
H 6.01516 3.62093 -0.36539  0.002

LUMO energy (spin up / spin down)	-5.13 / -9.42	eV
frontier orbital gap (spin up / spin down)	6.21 / 3.72	eV
multiplicity	6
net charge	+2